The following is a quantum chemistry calculation of a 8-piece molecular cluster, C39H90BN11O3 overall, from OMol25.

Computed properties:
**HOMO level (alpha / beta)**: -12.9 / -17.1 eV
**Largest force on an atom**: 4.32 eV/A
**Gap between HOMO and LUMO (alpha / beta)**: 2.81 / 7.02 eV
**2S+1**: 2
**Charge**: +5
**E**: -2390.7831 hartree

Each atom is followed by the atoms it is bonded to, with distances in Å.
Element x y z (Å)
1 B 13.4094 5.6025 -17.5797  H2 1.079, H3 1.079, H4 1.079, H5 1.079
2 H 14.3280 5.0395 -17.5206  B1 1.079
3 H 12.8186 5.4457 -16.6906  B1 1.079
4 H 13.5360 6.6615 -17.7437  B1 1.079
5 H 12.8141 5.2744 -18.4177  B1 1.079
6 C 17.2193 4.9251 -19.3208  C7 1.535, H14 1.090, H15 1.090, H16 1.090
7 C 17.7748 3.4964 -19.4037  C6 1.535, N8 1.470, H17 1.090, H18 1.090
8 N 16.8644 2.5243 -20.0264  C7 1.470, C9 1.397, C12 1.398
9 C 16.7002 1.1708 -19.7230  N8 1.397, C10 1.375, H19 1.080
10 C 15.6779 0.6658 -20.4907  C9 1.375, N11 1.347, H20 1.080
11 N 15.2673 1.6281 -21.3385  C10 1.347, C12 1.376, C13 1.359
12 C 15.9523 2.7873 -21.0531  N8 1.398, N11 1.376, H21 1.080
13 C 14.1398 1.5758 -22.0962  N11 1.359, H22 1.090, H23 1.090, H24 1.090
14 H 17.7939 5.5563 -18.6429  C6 1.090
15 H 16.2854 4.8705 -18.7614  C6 1.090
16 H 17.0877 5.3921 -20.2968  C6 1.090
17 H 18.0234 3.0869 -18.4246  C7 1.090
18 H 18.7406 3.4239 -19.9037  C7 1.090
19 H 17.2432 0.7829 -18.8738  C9 1.080
20 H 15.1924 -0.2923 -20.6032  C10 1.080
21 H 15.7352 3.6944 -21.5975  C12 1.080
22 H 13.5867 0.6378 -22.1437  C13 1.090
23 H 14.4805 1.7829 -23.1107  C13 1.090
24 H 13.3923 2.2797 -21.7303  C13 1.090
25 C 19.5430 6.1725 -15.7016  C26 1.504, H33 1.090, H34 1.090, H35 1.090
26 C 19.1555 7.5846 -15.3574  C25 1.504, N27 1.478, H36 1.090, H37 1.090
27 N 17.7146 7.9117 -15.3760  C26 1.478, C28 1.378, C31 1.365
28 C 16.9662 8.0039 -16.5291  N27 1.378, C29 1.387, H38 1.080
29 C 15.6227 8.1252 -16.2052  C28 1.387, N30 1.359, H39 1.080
30 N 15.5072 8.2621 -14.8579  C29 1.359, C31 1.380, C32 1.486
31 C 16.8008 8.1493 -14.3896  N27 1.365, N30 1.380, H40 1.080
32 C 14.2598 8.4691 -14.0772  N30 1.486, H41 1.090, H42 1.090, H43 1.090
33 H 19.1283 5.4487 -15.0000  C25 1.090
34 H 20.6260 6.0878 -15.7910  C25 1.090
35 H 19.1720 5.9508 -16.7022  C25 1.090
36 H 19.5861 8.2927 -16.0653  C26 1.090
37 H 19.4092 7.9150 -14.3502  C26 1.090
38 H 17.4161 7.7167 -17.4680  C28 1.080
39 H 14.6527 7.9647 -16.6523  C29 1.080
40 H 17.0089 8.2879 -13.3390  C31 1.080
41 H 13.4669 9.0678 -14.5255  C32 1.090
42 H 14.3887 8.8400 -13.0604  C32 1.090
43 H 13.8424 7.4987 -13.8084  C32 1.090
44 C 12.1887 4.7019 -13.7099  C45 1.567, H52 1.090, H53 1.090, H54 1.090
45 C 12.0748 5.7621 -12.5616  C44 1.567, N46 1.453, H55 1.090, H56 1.090
46 N 11.4725 5.1993 -11.3646  C45 1.453, C47 1.414, C50 1.348
47 C 11.2554 5.8381 -10.1223  N46 1.414, C48 1.333, H57 1.080
48 C 10.4900 5.0991 -9.3185  C47 1.333, N49 1.414, H58 1.080
49 N 10.1181 3.9698 -10.0840  C48 1.414, C50 1.376, C51 1.449
50 C 10.8238 4.0222 -11.2643  N46 1.348, N49 1.376, H59 1.080
51 C 9.3476 2.8356 -9.6159  N49 1.449, H60 1.090, H61 1.090, H62 1.090
52 H 12.6390 5.1947 -14.5716  C44 1.090
53 H 11.2830 4.2733 -14.1390  C44 1.090
54 H 12.7836 3.8508 -13.3786  C44 1.090
55 H 11.5139 6.6802 -12.7360  C45 1.090
56 H 13.0830 6.1268 -12.3653  C45 1.090
57 H 11.6676 6.8363 -10.1298  C47 1.080
58 H 9.9279 5.4487 -8.4652  C48 1.080
59 H 10.8329 3.2356 -12.0043  C50 1.080
60 H 8.2673 2.9753 -9.6565  C51 1.090
61 H 9.7102 2.5992 -8.6156  C51 1.090
62 H 9.6505 1.9395 -10.1576  C51 1.090
63 C 15.7577 4.1048 -15.3826  C64 1.501, H71 1.090, H72 1.090, H73 1.090
64 C 16.5310 3.6666 -14.1730  C63 1.501, N65 1.472, H74 1.090, H75 1.090
65 N 16.6275 2.1974 -14.1770  C64 1.472, C66 1.350, C69 1.383
66 C 17.4393 1.4823 -14.9848  N65 1.350, C67 1.392, H76 1.080
67 C 17.2032 0.1432 -14.6851  C66 1.392, N68 1.361, H77 1.080
68 N 16.1607 0.0627 -13.8146  C67 1.361, C69 1.348, C70 1.463
69 C 15.8173 1.3221 -13.4770  N65 1.383, N68 1.348, H78 1.080
70 C 15.6069 -1.1478 -13.2077  N68 1.463, H79 1.090, H80 1.090, H81 1.090
71 H 14.6954 3.8656 -15.3330  C63 1.090
72 H 16.2417 3.6751 -16.2596  C63 1.090
73 H 15.7750 5.1772 -15.5767  C63 1.090
74 H 16.0802 4.0537 -13.2592  C64 1.090
75 H 17.5505 4.0516 -14.1523  C64 1.090
76 H 18.0948 1.9519 -15.7033  C66 1.080
77 H 17.6522 -0.7509 -15.0916  C67 1.080
78 H 15.0543 1.6127 -12.7701  C69 1.080
79 H 14.7077 -1.4134 -13.7635  C70 1.090
80 H 15.4623 -0.9399 -12.1475  C70 1.090
81 H 16.3758 -1.9195 -13.2451  C70 1.090
82 C 13.1772 5.2827 -23.0228  N83 1.561, H89 1.090, H90 1.090, H91 1.090
83 N 13.3046 6.8370 -22.9489  C82 1.561, C84 1.533, C85 1.572, C86 1.557
84 C 13.3816 7.4392 -24.3568  N83 1.533, H92 1.090, H93 1.090, H94 1.090
85 C 11.9876 7.4196 -22.3186  N83 1.572, H95 1.090, H96 1.090, H97 1.090
86 C 14.5169 7.2349 -22.0563  N83 1.557, C87 1.520, H98 1.090, H99 1.090
87 C 14.4908 6.9441 -20.5641  C86 1.520, O88 1.351, H100 1.090, H101 1.090
88 O 14.4260 5.6066 -20.3822  C87 1.351, H102 0.960
89 H 12.8211 4.8498 -22.0880  C82 1.090
90 H 14.0750 4.8185 -23.4311  C82 1.090
91 H 12.4078 5.0457 -23.7576  C82 1.090
92 H 13.1519 8.5011 -24.2700  C84 1.090
93 H 12.7329 6.8539 -25.0085  C84 1.090
94 H 14.4032 7.5101 -24.7302  C84 1.090
95 H 12.0464 8.5040 -22.4123  C85 1.090
96 H 11.8584 7.0797 -21.2910  C85 1.090
97 H 11.1318 6.9910 -22.8401  C85 1.090
98 H 14.6543 8.3083 -22.1871  C86 1.090
99 H 15.3614 6.6799 -22.4647  C86 1.090
100 H 13.7566 7.4885 -19.9703  C87 1.090
101 H 15.4717 7.2948 -20.2433  C87 1.090
102 H 14.2852 5.4000 -19.4553  O88 0.960
103 C 10.5137 9.5754 -19.8813  N104 1.492, H110 1.090, H111 1.090, H112 1.090
104 N 9.9385 9.7794 -18.5194  C103 1.492, C105 1.613, C106 1.548, C107 1.545
105 C 11.0750 10.5664 -17.6887  N104 1.613, H113 1.090, H114 1.090, H115 1.090
106 C 8.8470 10.8574 -18.7257  N104 1.548, H116 1.090, H117 1.090, H118 1.090
107 C 9.4650 8.4820 -17.8263  N104 1.545, C108 1.544, H119 1.090, H120 1.090
108 C 10.5338 7.4543 -17.3959  C107 1.544, O109 1.432, H121 1.090, H122 1.090
109 O 10.9898 6.8451 -18.6085  C108 1.432, H123 0.960
110 H 10.6872 10.5206 -20.3958  C103 1.090
111 H 9.8187 8.9935 -20.4867  C103 1.090
112 H 11.4038 8.9469 -19.9093  C103 1.090
113 H 11.4836 11.3982 -18.2625  C105 1.090
114 H 11.8684 9.8375 -17.5235  C105 1.090
115 H 10.6247 10.9068 -16.7562  C105 1.090
116 H 7.9548 10.5108 -19.2472  C106 1.090
117 H 9.2741 11.7042 -19.2629  C106 1.090
118 H 8.7092 11.1264 -17.6784  C106 1.090
119 H 8.6930 8.0864 -18.4863  C107 1.090
120 H 8.8281 8.8657 -17.0293  C107 1.090
121 H 10.0366 6.6162 -16.9076  C108 1.090
122 H 11.3093 7.7779 -16.7017  C108 1.090
123 H 11.8297 6.4210 -18.4182  O109 0.960
124 C 11.4603 0.5378 -18.1382  N125 1.527, H131 1.090, H132 1.090, H133 1.090
125 N 11.6313 1.6246 -17.0795  C124 1.527, C126 1.616, C127 1.583, C128 1.529
126 C 10.7274 2.8955 -17.5015  N125 1.616, H134 1.090, H135 1.090, H136 1.090
127 C 11.0718 1.0423 -15.7182  N125 1.583, H137 1.090, H138 1.090, H139 1.090
128 C 13.0789 2.0841 -16.9056  N125 1.529, C129 1.538, H140 1.090, H141 1.090
129 C 14.1316 1.0813 -17.4082  C128 1.538, O130 1.389, H142 1.090, H143 1.090
130 O 14.0324 -0.1662 -16.8057  C129 1.389, H144 0.960
131 H 10.3978 0.3621 -18.3063  C124 1.090
132 H 12.0453 -0.3193 -17.8044  C124 1.090
133 H 11.8790 0.9379 -19.0616  C124 1.090
134 H 9.7076 2.6327 -17.7824  C126 1.090
135 H 11.1541 3.1653 -18.4676  C126 1.090
136 H 10.8219 3.7033 -16.7757  C126 1.090
137 H 10.0226 0.8288 -15.9221  C127 1.090
138 H 11.2390 1.7797 -14.9331  C127 1.090
139 H 11.6299 0.1284 -15.5145  C127 1.090
140 H 13.0995 2.4142 -15.8670  C128 1.090
141 H 13.1747 2.9415 -17.5717  C128 1.090
142 H 15.1321 1.3378 -17.0598  C129 1.090
143 H 14.1421 1.1223 -18.4973  C129 1.090
144 H 14.7441 -0.7791 -17.0045  O130 0.960

Atom charges from the Löwdin analysis, given in e for atoms 1 to 5: B -0.441; H -0.036; H -0.038; H -0.040; H -0.031